[1]
{
  "formula": "C25H28BeN3O4PS2",
  "method": "ωB97M-V/def2-TZVPD",
  "species": ["Be", "O", "S", "O", "O", "C", "C", "C", "C", "C", "C", "P", "C", "C", "C", "C", "C", "C", "C", "C", "C", "C", "C", "C", "H", "H", "H", "H", "H", "H", "H", "H", "H", "H", "H", "H", "H", "H", "C", "C", "C", "O", "H", "H", "H", "H", "H", "H", "H", "C", "C", "C", "N", "N", "C", "N", "S", "H", "H", "H", "H", "H", "H", "H"],
  "positions_angstrom": [[-1.0367, 0.6972, -0.6870], [-2.0448, 2.7780, 2.4581], [-1.2011, 1.7986, 1.8545], [-1.1156, 0.5397, 2.5622], [-1.5127, 1.6531, 0.3759], [0.5450, 2.3188, 1.7797], [0.8992, 3.7081, 1.9803], [2.2439, 4.0412, 1.8138], [3.1746, 3.1258, 1.3845], [2.8568, 1.8257, 1.1496], [1.5005, 1.3922, 1.3066], [0.9561, -0.2632, 0.6319], [1.0716, -1.5330, 1.9388], [2.2559, -1.7995, 2.6284], [2.2579, -2.6730, 3.6727], [1.1017, -3.3112, 4.0369], [-0.1093, -3.1482, 3.3729], [-0.1079, -2.1871, 2.3371], [2.2441, -0.6720, -0.5651], [3.0895, -1.8012, -0.5876], [3.6972, -2.1675, -1.7357], [3.6719, -1.3515, -2.8620], [2.9230, -0.1432, -2.8245], [2.2531, 0.1749, -1.6720], [0.0682, 4.3670, 2.2587], [2.6397, 5.0399, 1.9941], [4.1849, 3.5316, 1.2549], [3.6912, 1.1821, 0.8983], [3.0870, -1.1608, 2.4267], [3.1276, -2.7750, 4.2535], [1.1200, -4.0090, 4.9072], [-0.9689, -3.6526, 3.7642], [-1.0490, -1.9734, 1.8241], [3.1564, -2.5557, 0.2010], [4.1705, -3.1361, -1.9337], [4.1649, -1.6475, -3.7396], [2.9026, 0.4900, -3.7040], [1.6570, 1.1176, -1.7017], [0.2738, 2.5390, -3.7147], [-0.5706, 2.4644, -2.5083], [-2.0163, 2.8901, -2.7843], [-0.5308, 1.1165, -2.0512], [0.4736, 3.5511, -4.0431], [-0.2455, 2.0939, -4.5677], [1.2557, 2.0556, -3.5709], [-0.0970, 3.1430, -1.7248], [-2.3393, 2.4130, -3.6643], [-1.9453, 4.0161, -2.8855], [-2.6270, 2.6812, -1.9301], [-4.1253, -2.4784, 2.1625], [-4.8435, -2.4847, 0.8502], [-3.9212, -1.9248, -0.1850], [-2.9736, -1.0813, 0.0737], [-2.2356, -0.6327, -0.9524], [-2.6227, -1.1888, -2.0908], [-2.0884, -0.7893, -3.2475], [-3.9862, -2.2318, -1.9593], [-4.7323, -2.8962, 2.9419], [-3.9298, -1.4267, 2.4036], [-3.1750, -3.0603, 2.0700], [-5.7068, -1.7647, 0.9965], [-5.2665, -3.4350, 0.6474], [-1.3621, -0.0458, -3.2327], [-2.2282, -1.3444, -4.0867]],
  "nbo_charge": [1.67, -0.94, 2.43, -0.97, -1.18, -0.30, -0.19, -0.21, -0.23, -0.14, -0.34, 0.81, -0.36, -0.19, -0.22, -0.18, -0.25, -0.08, -0.39, -0.20, -0.22, -0.19, -0.24, -0.13, 0.25, 0.22, 0.22, 0.22, 0.21, 0.21, 0.21, 0.22, 0.22, 0.23, 0.21, 0.21, 0.21, 0.23, -0.62, 0.10, -0.62, -1.11, 0.21, 0.19, 0.21, 0.16, 0.20, 0.21, 0.22, -0.59, -0.46, 0.08, -0.24, -0.53, 0.27, -0.80, 0.33, 0.21, 0.24, 0.20, 0.23, 0.22, 0.46, 0.40],
  "de_lowest_ev": 0.539,
  "orbital_gap_ev": 8.62,
  "energy_ha": -2587.27722
}

[2]
{
  "formula": "C2H5NO5P",
  "method": "ωB97M-V/def2-TZVPD",
  "species": ["C", "C", "N", "O", "O", "O", "O", "O", "P", "H", "H", "H", "H", "H"],
  "positions_angstrom": [[3.2651, 0.2771, -0.1348], [1.8323, -0.0079, -0.1781], [1.4733, -1.1140, -0.6565], [-0.7608, 0.9309, 0.5833], [-2.6332, 0.6187, -1.1571], [3.8432, 1.1343, 0.4753], [-2.9848, -0.0746, 1.3153], [-1.3714, -1.4208, -0.0359], [-1.8173, -0.0208, 0.1844], [3.8317, -0.6233, -0.6806], [1.0581, 0.6607, 0.3134], [0.3970, -1.1038, -0.6572], [-2.7183, 0.6404, 1.8856], [-3.4150, 0.1032, -1.2570]],
  "nbo_charge": [0.40, -0.07, -0.57, -1.20, -1.00, -0.54, -1.01, -1.18, 2.49, 0.07, 0.25, 0.41, 0.49, 0.47],
  "charge": -1,
  "de_lowest_ev": 0.000,
  "orbital_gap_ev": 9.15,
  "energy_ha": -851.69870
}

[3]
{
  "formula": "C5H10O3",
  "method": "ωB97M-V/def2-TZVPD",
  "species": ["C", "C", "C", "O", "C", "C", "O", "O", "H", "H", "H", "H", "H", "H", "H", "H", "H", "H"],
  "positions_angstrom": [[1.2758, -0.1187, 1.2787], [0.4344, -0.7342, 0.1732], [-0.4957, -1.7887, 0.6719], [-1.2361, -2.4285, -0.0443], [-0.5257, 0.3295, -0.5717], [0.2751, 1.5245, -1.0883], [-1.4765, 0.7080, 0.3962], [-1.1449, -0.2710, -1.6473], [1.8213, -0.8949, 1.8118], [0.6340, 0.4044, 1.9833], [1.9984, 0.5850, 0.8749], [1.0561, -1.1491, -0.6255], [-0.5600, -1.8791, 1.7694], [-0.3617, 2.0935, -1.7625], [1.1440, 1.1860, -1.6423], [0.5825, 2.1567, -0.2619], [-1.9855, 1.4586, 0.0664], [-1.4357, -1.1822, -1.3819]],
  "nbo_charge": [-0.62, -0.38, 0.47, -0.55, 0.55, -0.65, -0.75, -0.74, 0.21, 0.22, 0.22, 0.24, 0.12, 0.22, 0.22, 0.22, 0.48, 0.50],
  "de_lowest_ev": 0.652,
  "orbital_gap_ev": 10.77,
  "smiles": "C[C@@H](C=O)C(C)(O)O",
  "energy_ha": -422.23263
}

[4]
{
  "formula": "C4H5NO3S",
  "method": "ωB97M-V/def2-TZVPD",
  "species": ["C", "C", "C", "C", "N", "O", "O", "O", "S", "H", "H", "H", "H", "H"],
  "positions_angstrom": [[0.7361, 0.5429, -1.6450], [-1.2673, 1.3704, -0.8435], [0.5246, -0.2845, -0.4443], [-0.7516, 0.3454, 0.2045], [-0.2947, 1.4476, -1.7619], [1.7191, 0.5344, -2.3390], [-2.2499, 2.0265, -0.8003], [-1.6806, -0.6765, 0.5504], [-0.2438, 1.2768, 1.7126], [0.4912, -1.4592, -0.7354], [1.2930, -0.3819, 0.3228], [-0.4422, 2.0041, -2.6120], [-1.6771, -0.8862, 1.5213], [0.4358, 0.2891, 2.3364]],
  "nbo_charge": [0.66, 0.48, -0.55, 0.00, -0.62, -0.56, -0.47, -0.68, 0.21, 0.28, 0.25, 0.43, 0.46, 0.11],
  "s2": 2.011,
  "de_lowest_ev": 0.556,
  "multiplicity": 3,
  "orbital_gap_ev": [5.04, 4.77],
  "energy_ha": -833.88992
}

Repeat the third record exactly.
{
  "formula": "C5H10O3",
  "method": "ωB97M-V/def2-TZVPD",
  "species": ["C", "C", "C", "O", "C", "C", "O", "O", "H", "H", "H", "H", "H", "H", "H", "H", "H", "H"],
  "positions_angstrom": [[1.2758, -0.1187, 1.2787], [0.4344, -0.7342, 0.1732], [-0.4957, -1.7887, 0.6719], [-1.2361, -2.4285, -0.0443], [-0.5257, 0.3295, -0.5717], [0.2751, 1.5245, -1.0883], [-1.4765, 0.7080, 0.3962], [-1.1449, -0.2710, -1.6473], [1.8213, -0.8949, 1.8118], [0.6340, 0.4044, 1.9833], [1.9984, 0.5850, 0.8749], [1.0561, -1.1491, -0.6255], [-0.5600, -1.8791, 1.7694], [-0.3617, 2.0935, -1.7625], [1.1440, 1.1860, -1.6423], [0.5825, 2.1567, -0.2619], [-1.9855, 1.4586, 0.0664], [-1.4357, -1.1822, -1.3819]],
  "nbo_charge": [-0.62, -0.38, 0.47, -0.55, 0.55, -0.65, -0.75, -0.74, 0.21, 0.22, 0.22, 0.24, 0.12, 0.22, 0.22, 0.22, 0.48, 0.50],
  "de_lowest_ev": 0.652,
  "orbital_gap_ev": 10.77,
  "smiles": "C[C@@H](C=O)C(C)(O)O",
  "energy_ha": -422.23263
}